[1]
Formula: C32H38N5O2P2S3Y
Source: the Open Molecules 2025 dataset
Level of theory: ωB97M-V/def2-TZVPD

```
83
Properties=species:S:1:pos:R:3:lowdin_spin:R:1
Y -0.725 -0.001 0.807 0.033
C 1.566 4.195 4.425 0.002
C 1.921 2.759 4.818 0.003
N 0.761 1.907 4.857 0.030
C 0.228 1.336 3.721 0.054
S 1.288 0.970 2.415 0.014
N -1.040 1.064 3.827 -0.002
N -1.690 0.440 2.814 0.200
C -2.947 0.079 3.070 0.121
C -3.569 0.337 4.417 0.015
C -3.674 -0.592 2.055 0.135
C -5.012 -1.022 2.239 0.037
C -5.640 -1.758 1.274 0.064
C -4.940 -2.070 0.097 0.103
C -3.661 -1.575 -0.048 0.016
N -3.026 -0.852 0.866 0.140
H 2.455 4.823 4.416 0.000
H 0.840 4.613 5.125 0.000
H 1.124 4.192 3.430 0.000
H 2.392 2.735 5.809 0.000
H 2.606 2.331 4.084 0.000
H 0.034 2.214 5.492 0.001
H -2.798 0.751 5.059 0.000
H -3.947 -0.586 4.854 0.005
H -4.392 1.047 4.336 0.005
H -5.532 -0.764 3.149 0.002
H -6.659 -2.097 1.409 0.003
H -5.391 -2.670 -0.677 0.008
H -3.114 -1.760 -0.966 -0.001
C -0.039 2.851 -4.842 0.000
C 0.455 1.917 -3.749 0.000
O 0.234 2.455 -2.456 0.000
P -1.127 2.127 -1.621 0.001
S -0.733 2.831 0.193 0.003
S -1.734 0.291 -2.035 0.002
O -2.253 3.056 -2.335 0.000
C -2.401 4.429 -2.007 0.000
C -3.583 4.598 -1.069 0.000
H 0.155 2.413 -5.819 0.000
H 0.476 3.807 -4.771 0.000
H -1.108 3.008 -4.733 0.000
H 1.538 1.781 -3.831 0.000
H -0.044 0.941 -3.830 0.000
H -2.560 4.963 -2.950 0.000
H -1.483 4.798 -1.539 0.000
H -4.447 4.088 -1.492 0.000
H -3.813 5.653 -0.941 0.000
H -3.346 4.160 -0.100 0.000
N 0.077 -2.022 0.671 0.004
P 1.268 -2.067 -0.285 0.001
C 0.925 -2.042 -2.096 0.000
C 1.709 -1.575 -3.143 0.000
C 1.250 -1.682 -4.444 0.000
C 0.020 -2.266 -4.711 0.000
C -0.745 -2.771 -3.672 0.000
C -0.290 -2.654 -2.374 0.000
C 2.591 -0.824 -0.084 0.000
C 2.528 0.425 -0.692 0.000
C 3.463 1.392 -0.370 0.000
C 4.448 1.118 0.566 0.000
C 4.486 -0.112 1.204 0.000
C 3.551 -1.078 0.889 0.001
C 2.209 -3.630 -0.209 0.000
C 1.733 -4.594 0.665 0.000
C 2.362 -5.821 0.748 0.000
C 3.467 -6.084 -0.046 0.000
C 3.943 -5.119 -0.921 0.000
C 3.317 -3.890 -1.003 0.000
H 2.682 -1.137 -2.956 0.000
H 1.861 -1.311 -5.260 0.000
H -0.340 -2.332 -5.732 0.000
H -1.698 -3.246 -3.861 0.000
H -0.873 -3.006 -1.528 0.000
H 1.749 0.625 -1.424 0.000
H 3.407 2.366 -0.836 0.000
H 5.182 1.873 0.809 0.000
H 5.228 -0.312 1.965 0.000
H 3.536 -2.036 1.398 0.000
H 0.870 -4.334 1.264 0.000
H 1.992 -6.573 1.429 0.000
H 3.960 -7.044 0.015 0.000
H 4.804 -5.330 -1.542 0.000
H 3.680 -3.123 -1.675 0.000
```

2S+1 = 2
max |F| = 1.561 eV/Å
charge = -1
energy above the lowest of the compared OMol25 structures with the same formula, charge and spin = 102.6 kJ/mol
DFT total energy = -3582.354630 Eh


[2]
Formula: C32H39Cl3KN7SSi
Source: the Open Molecules 2025 dataset
Level of theory: ωB97M-V/def2-TZVPD

```
84
Properties=species:S:1:pos:R:3:mulliken_charge:R:1
K -0.474 1.490 -0.695 0.870
C 2.853 0.498 -4.102 -1.086
C 4.136 0.639 -3.552 -0.507
C 4.286 1.160 -2.291 -0.913
C 3.138 1.533 -1.530 0.708
N 1.892 1.388 -2.084 0.215
C 1.785 0.903 -3.309 -0.080
C 3.228 2.020 -0.191 0.042
C 4.464 2.433 0.395 -0.846
C 4.489 2.866 1.689 -0.811
C 3.297 2.907 2.444 -1.011
C 2.120 2.507 1.811 0.652
N 2.071 2.074 0.559 0.256
C 0.806 2.530 2.550 0.237
C 0.712 2.811 3.911 -0.757
C -0.533 2.796 4.524 -0.623
C -1.660 2.507 3.774 -0.711
C -1.478 2.243 2.426 -0.400
N -0.285 2.253 1.838 0.430
H 2.692 0.109 -5.098 0.403
H 5.013 0.339 -4.117 0.361
H 5.278 1.255 -1.868 0.225
H 0.771 0.845 -3.703 0.505
H 5.372 2.443 -0.193 0.278
H 5.422 3.197 2.130 0.382
H 3.307 3.260 3.464 0.252
H 1.597 3.026 4.493 0.276
H -0.618 2.996 5.586 0.386
H -2.648 2.447 4.212 0.505
H -2.324 1.988 1.794 0.569
C 4.375 -2.391 0.570 -0.826
C 3.814 -0.987 0.660 -0.154
N 2.390 -1.048 0.405 0.186
C 1.859 -1.797 -0.626 -0.372
N 0.714 -1.477 -1.087 0.352
C 0.001 -2.360 -1.992 -0.091
C 0.699 -3.691 -2.271 -0.970
C 2.194 -3.448 -2.315 -0.786
N 2.606 -2.914 -1.030 0.127
C 4.043 -2.930 -0.808 -0.706
H 3.914 -3.027 1.331 0.352
H 5.456 -2.388 0.723 0.425
H 4.335 -0.349 -0.064 0.007
H 3.967 -0.548 1.646 0.281
H 1.873 -0.188 0.550 -0.009
H -0.166 -1.825 -2.934 0.330
H -0.987 -2.549 -1.567 -0.319
H 0.345 -4.124 -3.210 0.455
H 0.488 -4.402 -1.468 0.320
H 2.439 -2.743 -3.125 0.272
H 2.751 -4.371 -2.492 0.484
H 4.567 -2.330 -1.569 0.332
H 4.382 -3.965 -0.917 0.367
S -1.984 -1.178 0.997 -0.220
C -2.846 -0.602 2.409 -0.212
N -2.189 -0.912 3.606 0.098
C -2.712 -0.587 4.855 -0.541
C -3.914 0.058 4.931 -0.365
C -4.605 0.412 3.766 -1.081
C -4.029 0.062 2.496 0.062
H -1.290 -1.351 3.519 0.172
H -2.117 -0.862 5.713 0.373
H -4.310 0.302 5.911 0.329
H -5.550 0.934 3.816 0.360
H -4.517 0.332 1.577 0.491
Cl -4.515 4.162 -2.252 -0.410
Si -2.500 3.465 -2.731 0.379
Cl -1.572 5.447 -2.912 -0.439
Cl -2.816 3.126 -4.885 -0.419
C -4.105 -0.366 -2.822 -1.644
C -4.061 -0.974 -1.395 2.850
C -3.871 -2.492 -1.481 -1.729
C -5.383 -0.667 -0.699 -2.173
C -2.897 -0.171 -0.845 -0.594
H -4.942 -0.820 -3.364 0.462
H -3.185 -0.573 -3.374 0.279
H -4.253 0.713 -2.796 0.196
H -4.812 -2.994 -1.743 0.508
H -3.519 -2.875 -0.522 0.270
H -3.131 -2.745 -2.246 0.277
H -6.225 -1.081 -1.266 0.529
H -5.513 0.413 -0.601 0.397
H -5.398 -1.110 0.296 0.384
H -2.006 -0.678 -1.235 -0.456
```

max |F| = 1.862 eV/Å
charge = -2
energy above the lowest of the compared OMol25 structures with the same formula, charge and spin = 129.3 kJ/mol
DFT total energy = -4294.404543 Eh


[3]
Formula: C32H39CrF6IN5O10S4Si2Te
Source: the Open Molecules 2025 dataset
Level of theory: ωB97M-V/def2-TZVPD

```
101
Properties=species:S:1:pos:R:3:lowdin_spin:R:1
Cr -1.270 1.554 -1.031 2.966
F -6.886 2.790 -1.106 0.000
C -5.673 3.105 -1.537 -0.001
F -5.591 2.886 -2.843 0.000
F -5.434 4.388 -1.288 0.000
S -4.416 2.096 -0.648 0.001
O -3.176 2.415 -1.366 0.009
O -4.501 2.449 0.728 0.001
N -4.938 0.665 -1.031 0.003
S -3.967 -0.555 -1.048 0.002
O -4.164 -1.492 0.005 0.001
O -2.588 -0.178 -1.406 0.011
C -4.491 -1.422 -2.610 0.000
F -5.431 -2.322 -2.368 0.000
F -4.926 -0.546 -3.503 0.000
F -3.421 -2.058 -3.110 0.000
N 4.358 4.961 3.465 0.000
C 4.406 4.296 2.258 0.000
C 4.458 5.010 1.055 0.000
C 4.441 4.349 -0.156 0.000
C 4.386 2.964 -0.175 0.000
C 4.354 2.236 1.005 0.000
C 4.356 2.897 2.217 0.000
S 4.427 2.126 -1.723 0.000
O 4.353 3.069 -2.802 0.000
O 5.551 1.216 -1.689 0.000
N 1.708 2.929 -1.261 0.009
C 0.687 3.711 -0.907 0.012
S 0.983 5.391 -0.632 0.001
C -0.696 5.647 -0.335 0.003
C -1.373 4.495 -0.459 0.000
N -0.591 3.394 -0.778 -0.021
H 4.620 5.930 3.477 0.000
H 4.567 4.440 4.297 0.000
H 4.509 6.093 1.087 0.000
H 4.478 4.886 -1.096 0.000
H 4.340 1.153 0.971 0.000
H 4.328 2.339 3.145 0.000
H -1.094 6.618 -0.095 0.000
H -2.434 4.371 -0.336 0.000
C 2.874 -4.561 -4.450 0.000
Si 1.318 -3.573 -4.120 0.000
C -0.268 -4.419 -4.650 0.000
C 1.422 -1.862 -4.888 0.000
C 1.219 -3.304 -2.235 0.000
Te -0.283 -1.802 -1.848 0.002
C -1.345 -3.223 -0.682 0.000
Si -0.786 -3.970 0.976 0.000
C 1.009 -3.710 1.465 0.000
C -1.969 -3.438 2.323 0.000
C -0.977 -5.823 0.694 0.000
H 2.969 -4.808 -5.512 0.000
H 2.893 -5.498 -3.888 0.000
H 3.754 -3.979 -4.166 0.000
H -0.330 -4.504 -5.738 0.000
H -1.121 -3.818 -4.317 0.000
H -0.367 -5.422 -4.228 0.000
H 1.991 -1.843 -5.820 0.000
H 1.899 -1.162 -4.195 0.000
H 0.424 -1.473 -5.105 0.000
H 2.192 -2.979 -1.879 0.000
H 0.923 -4.209 -1.704 0.000
H -1.474 -4.013 -1.427 0.000
H -2.325 -2.782 -0.488 0.000
H 1.326 -2.664 1.459 0.000
H 1.686 -4.275 0.819 0.000
H 1.139 -4.082 2.484 0.000
H -2.432 -2.483 2.070 0.000
H -1.472 -3.326 3.289 0.000
H -2.765 -4.178 2.439 0.000
H -0.278 -6.198 -0.058 0.000
H -1.990 -6.064 0.359 0.000
H -0.796 -6.375 1.621 0.000
I -0.899 1.525 -3.637 -0.024
C 1.678 1.624 -1.250 0.006
C 2.951 1.007 -1.813 0.000
C 3.298 -0.288 -1.161 0.000
C 2.361 -0.976 -0.534 0.000
C 0.950 -0.540 -0.492 0.003
N 0.677 0.861 -0.780 -0.010
H 2.830 0.930 -2.901 0.000
H 4.335 -0.596 -1.191 0.000
H 2.599 -1.880 0.009 0.000
H 0.513 -0.791 0.471 0.000
O -1.700 1.518 0.925 0.009
C -1.490 0.436 1.594 0.005
O -1.271 -0.671 1.087 0.008
C -1.476 0.585 3.083 -0.001
C -0.631 -0.233 3.818 0.001
C -0.525 -0.111 5.206 0.000
C -1.312 0.842 5.801 0.001
O -1.396 1.163 7.127 0.000
C -2.420 2.154 7.231 0.000
O -2.830 2.502 5.915 0.000
C -2.166 1.651 5.068 0.000
C -2.261 1.564 3.707 0.001
H -0.050 -0.985 3.300 0.000
H 0.137 -0.738 5.788 0.000
H -2.026 3.033 7.741 0.000
H -3.266 1.744 7.788 0.000
H -2.921 2.200 3.129 0.000
```

2S+1 = 4
max |F| = 1.227 eV/Å
DFT total energy = -6650.225934 Eh